Here is the molecule C19H18F3N5S in a non-equilibrium geometry from the Open Molecules 2025 dataset. Energies are from the ωB97M-V functional and the def2-TZVPD basis.

Atoms and positions in Å:
1 F -5.691 2.346 0.972
2 C -4.500 1.980 0.189
3 F -3.448 2.676 0.753
4 F -4.722 2.531 -1.049
5 C -4.463 0.321 -0.066
6 C -5.560 -0.378 0.150
7 C -5.482 -1.673 -0.067
8 C -4.187 -2.208 -0.299
9 C -3.147 -1.524 -0.093
10 C -1.650 -1.869 -0.434
11 N -0.788 -1.543 0.442
12 C -0.610 -2.100 1.898
13 N 0.331 -1.489 2.509
14 C 0.521 -0.345 1.703
15 N 1.389 0.741 2.112
16 C 1.918 1.676 1.119
17 S 3.293 2.482 1.993
18 N 1.283 1.987 0.167
19 C 2.086 2.696 -0.994
20 C 2.754 1.601 -2.076
21 C 3.421 0.311 -1.332
22 C 4.711 0.896 -0.838
23 C 5.228 -0.260 0.075
24 C 4.718 -1.472 0.294
25 C 3.441 -1.574 -0.355
26 C 2.768 -0.751 -1.204
27 N 0.020 -0.265 0.402
28 C -3.277 -0.112 -0.077
29 H -6.637 0.289 0.343
30 H -6.389 -2.256 -0.014
31 H -4.021 -3.479 -0.389
32 H -1.314 -1.734 -1.393
33 H -1.800 -2.987 -0.556
34 H -1.071 -3.029 2.139
35 H 1.690 0.654 3.151
36 H 0.577 1.345 -0.167
37 H 2.832 3.210 -0.415
38 H 1.394 3.435 -1.788
39 H 1.855 1.162 -2.383
40 H 3.318 2.156 -2.728
41 H 5.184 1.689 -1.162
42 H 6.328 0.181 0.411
43 H 5.140 -2.242 0.839
44 H 2.916 -2.755 -0.129
45 H 1.848 -0.885 -1.464
46 H -2.208 0.566 -0.192

SMILES   FC(F)(F)c1cccc(Cn2cnc(NC(=S)NCCc3ccccc3)n2)c1
HOMO level   -7.59 eV
Energy above the lowest of the compared OMol25 structures with the same formula, charge and spin   339.88 kcal per mole

Here is a 2-piece molecular cluster, C4H8O3S overall in a non-equilibrium geometry from the Open Molecules 2025 dataset. Energies are from the ωB97M-V functional and the def2-TZVPD basis.

Atoms and positions in Å:
1 C 1.150 -0.830 -0.797
2 C 0.886 0.307 -1.781
3 C 0.168 0.273 -0.473
4 C -1.736 -0.102 1.330
5 O -1.968 -1.119 -1.006
6 O -2.062 1.341 -0.955
7 O 0.730 1.670 0.813
8 S -1.594 0.095 -0.349
9 H 0.658 -1.848 -0.794
10 H 1.972 -0.816 -0.181
11 H 1.606 1.015 -1.893
12 H 0.066 0.088 -2.579
13 H -2.796 0.059 1.505
14 H -1.452 -1.092 1.676
15 H -1.140 0.678 1.784
16 H -0.109 2.275 0.668

HOMO level   -10.71 eV
Energy above the lowest of the compared OMol25 structures with the same formula, charge and spin   114.50 kcal per mole

Here is C29H46BrN9O4PbS2 as an isolated structure in a non-equilibrium geometry from the Open Molecules 2025 dataset. Energies are from the ωB97M-V functional and the def2-TZVPD basis.

Atoms and positions in Å:
1 Pb -0.146 -0.142 0.234
2 N -2.234 0.982 1.320
3 C -2.960 0.186 2.311
4 C -3.220 -1.226 1.775
5 C -2.063 -2.134 2.221
6 O -2.241 -2.960 3.096
7 O -0.913 -1.901 1.691
8 H -1.896 1.848 1.725
9 H -2.867 1.223 0.563
10 H -3.908 0.671 2.583
11 H -2.349 0.114 3.213
12 H -3.280 -1.204 0.688
13 H -4.145 -1.630 2.180
14 C -2.686 -1.680 -7.753
15 C -3.590 -1.722 -6.513
16 C -4.379 -3.037 -6.493
17 C -4.593 -0.568 -6.616
18 C -2.722 -1.638 -5.269
19 C -2.835 -0.625 -4.336
20 C -1.970 -0.606 -3.261
21 Br -2.174 0.837 -1.983
22 C -0.950 -1.533 -3.012
23 O -0.098 -1.372 -2.033
24 C -0.895 -2.610 -3.946
25 C -1.755 -2.615 -5.024
26 C 0.124 -3.727 -3.751
27 C -0.117 -4.377 -2.380
28 C 0.046 -4.822 -4.820
29 C 1.525 -3.111 -3.827
30 H -3.286 -1.719 -8.660
31 H -1.996 -2.519 -7.764
32 H -2.104 -0.760 -7.764
33 H -5.009 -3.105 -7.378
34 H -5.014 -3.082 -5.611
35 H -3.717 -3.898 -6.479
36 H -5.196 -0.701 -7.513
37 H -4.083 0.391 -6.689
38 H -5.262 -0.551 -5.758
39 H -3.579 0.150 -4.421
40 H -1.675 -3.430 -5.723
41 H -1.062 -4.917 -2.385
42 H -0.166 -3.618 -1.605
43 H 0.682 -5.078 -2.139
44 H -0.927 -5.308 -4.825
45 H 0.796 -5.580 -4.605
46 H 0.252 -4.422 -5.811
47 H 1.635 -2.346 -3.068
48 H 1.671 -2.648 -4.801
49 H 2.293 -3.867 -3.680
50 N 0.557 -1.227 3.824
51 C 0.724 0.086 3.686
52 N 0.575 0.733 2.569
53 C 0.891 2.060 2.683
54 C 1.312 2.438 3.922
55 S 1.302 1.098 5.013
56 C 0.763 2.923 1.524
57 C 0.805 4.284 1.545
58 S 0.631 4.931 -0.047
59 C 0.511 3.277 -0.656
60 N 0.583 2.374 0.277
61 N 0.358 3.045 -1.951
62 H 0.063 -1.687 3.036
63 H 0.451 -1.611 4.747
64 H 1.641 3.398 4.259
65 H 0.918 4.948 2.375
66 H 0.387 3.821 -2.586
67 H 0.558 2.107 -2.331
68 O 1.271 0.682 -2.950
69 H 2.172 0.582 -2.641
70 H 0.776 -0.122 -2.636
71 C 3.104 -1.162 1.704
72 N 2.316 -1.430 0.493
73 C 1.914 -2.849 0.524
74 N 3.062 -3.733 0.616
75 C 3.812 -3.410 1.821
76 N 4.271 -2.022 1.809
77 C 5.106 -1.826 0.630
78 N 4.376 -2.111 -0.600
79 C 3.208 -1.246 -0.658
80 C 3.918 -3.498 -0.538
81 H 2.474 -1.331 2.577
82 H 3.434 -0.119 1.686
83 H 1.371 -3.071 -0.394
84 H 1.256 -3.004 1.380
85 H 4.678 -4.074 1.897
86 H 3.172 -3.559 2.695
87 H 5.969 -2.495 0.691
88 H 5.462 -0.792 0.604
89 H 2.656 -1.484 -1.569
90 H 3.547 -0.205 -0.686
91 H 4.794 -4.150 -0.477
92 H 3.362 -3.724 -1.451

HOMO level   -7.33 eV
Energy above the lowest of the compared OMol25 structures with the same formula, charge and spin   11.65 kcal per mole

Let's list molar mass in order: 405.45 136.17 935.98 g/mol.